{
  "formula": "C39H41As2Cl2N2NdOP",
  "method": "wB97M-V/def2-TZVPD",
  "charge": 3,
  "multiplicity": 4,
  "lumo_energy_ev": [-8.04, -7.87],
  "e_homo_ev": [-16.0, -16.0],
  "elements": ["Nd", "C", "As", "C", "C", "C", "C", "C", "C", "C", "As", "C", "C", "H", "H", "H", "H", "H", "H", "H", "H", "H", "H", "H", "H", "H", "H", "H", "H", "Cl", "C", "C", "C", "C", "C", "C", "P", "C", "C", "C", "C", "C", "C", "C", "C", "C", "C", "C", "C", "H", "H", "H", "H", "H", "H", "H", "H", "H", "H", "H", "H", "H", "H", "O", "C", "C", "C", "C", "C", "C", "N", "H", "H", "H", "H", "H", "H", "H", "Cl", "C", "C", "C", "C", "N", "C", "H", "H", "H", "H"],
  "positions_angstrom": [[0.273652, 0.231727, 0.155007], [4.680665, 0.673966, 1.682710], [3.085054, 1.730886, 1.102381], [3.625051, 2.982998, -0.256341], [2.713778, 2.905522, 2.596051], [3.781299, 3.459143, 3.282789], [3.667451, 4.466771, 4.234429], [2.394859, 4.926942, 4.546879], [1.289804, 4.356178, 3.817252], [1.405439, 3.350836, 2.928337], [-0.188904, 2.830482, 1.989041], [-1.753044, 3.055169, 3.218275], [-0.527952, 4.383599, 0.807285], [5.593176, 1.263878, 1.726288], [4.778461, -0.182880, 1.030467], [4.533235, 0.381652, 2.709834], [4.187238, 3.824126, 0.181673], [2.796442, 3.355466, -0.795211], [4.268484, 2.390559, -0.949336], [4.721095, 3.104623, 2.993570], [4.564191, 4.772730, 4.671641], [2.159273, 5.736946, 5.246750], [0.287303, 4.772550, 3.993297], [-1.688177, 3.984785, 3.770121], [-1.758253, 2.230564, 3.933490], [-2.688336, 3.042290, 2.683086], [-0.662533, 5.260495, 1.411003], [-1.481592, 4.217254, 0.261338], [0.282321, 4.448122, 0.052821], [2.542959, -0.707283, -1.203836], [2.187153, -1.836750, -2.596493], [3.225264, -2.254256, -3.387030], [3.013415, -3.026108, -4.489130], [1.699071, -3.432331, -4.798851], [0.652782, -3.030524, -3.959280], [0.882681, -2.246766, -2.851795], [-0.525135, -1.943093, -1.720227], [-1.941720, -1.474521, -2.765722], [-1.682416, -0.633088, -3.812448], [-2.747713, -0.160730, -4.582762], [-4.038686, -0.517433, -4.246290], [-4.304540, -1.277623, -3.129159], [-3.241514, -1.822323, -2.429296], [-0.868008, -3.582446, -0.953787], [-0.267075, -4.845439, -1.238087], [-0.589393, -5.945446, -0.417991], [-1.528840, -5.819484, 0.567478], [-2.098291, -4.581259, 0.857276], [-1.751303, -3.455169, 0.136557], [4.227853, -1.992911, -3.109137], [3.898291, -3.350412, -5.091641], [1.583279, -4.053845, -5.700544], [-0.355455, -3.439039, -4.111631], [-0.706856, -0.191601, -4.099994], [-2.692066, 0.425750, -5.524850], [-4.854607, -0.176182, -4.894007], [-5.327688, -1.440197, -2.842812], [-3.429883, -2.421456, -1.564622], [0.400535, -4.951373, -2.067013], [-0.053790, -6.844365, -0.515458], [-1.793676, -6.634120, 1.241121], [-2.666013, -4.519436, 1.775139], [-2.283384, -2.561640, 0.398696], [0.152934, 1.686138, -1.863480], [-1.012806, 2.382680, -2.320401], [-2.143255, 1.992380, -1.428020], [-3.394669, 2.533705, -1.635302], [-4.475790, 2.131067, -0.865640], [-4.249353, 1.296884, 0.205162], [-2.955135, 0.794940, 0.382793], [-1.940941, 1.151246, -0.434909], [0.971017, 1.912789, -2.343831], [-1.249241, 2.130386, -3.381773], [-0.834278, 3.469605, -2.310041], [-3.577309, 3.229070, -2.503512], [-5.454867, 2.570039, -1.162872], [-4.993974, 0.878760, 0.851380], [-2.740883, 0.088507, 1.197035], [2.430173, -4.768320, 2.992152], [1.445558, -3.372492, 3.164656], [0.796858, -3.061225, 4.355545], [0.290632, -1.767578, 4.468755], [0.169096, -0.930415, 3.372632], [0.579065, -1.346093, 2.156137], [1.252151, -2.504504, 2.081852], [0.701492, -3.674061, 5.234422], [0.025762, -1.291544, 5.387898], [-0.261040, 0.049437, 3.447250], [1.564121, -2.795851, 1.054794]],
  "forces_ev_per_a": [[0.34, 0.41, 0.77], [-0.40, 1.01, -0.14], [-0.64, -0.94, 0.63], [2.06, -0.60, 0.10], [-0.69, 0.16, 0.36], [-1.10, -0.04, -0.50], [-1.74, -0.73, -0.32], [-1.02, -0.37, -1.07], [0.12, 2.09, 2.33], [0.92, -0.62, -1.11], [-1.01, -0.13, -0.58], [1.05, -0.43, 0.18], [-0.22, -1.15, -0.84], [0.04, 0.12, -0.51], [0.14, -0.12, -0.06], [-0.46, -0.37, 0.28], [-0.12, -0.41, -0.27], [-1.02, 0.41, -0.49], [-0.31, 0.68, 0.35], [1.57, -0.28, -0.09], [1.02, 0.86, 0.88], [0.43, -0.42, -0.23], [0.57, -0.09, 0.20], [0.08, 0.17, 0.03], [0.02, 0.08, 0.00], [-0.15, -0.02, -0.49], [0.31, 0.55, 0.16], [0.50, -0.03, 0.36], [-0.37, 0.30, 0.63], [0.19, -0.71, -0.83], [-0.89, 0.02, 0.11], [1.04, 0.89, 1.13], [-0.41, -1.17, -1.30], [0.87, 0.18, -0.28], [0.01, -1.35, -1.11], [-0.35, 0.68, 0.92], [0.38, -0.79, -0.06], [0.84, -0.56, 0.66], [0.18, 1.97, -1.79], [-0.44, -0.04, -0.87], [-0.65, 0.52, -0.64], [0.17, -0.26, 0.00], [-0.31, 0.53, 0.25], [0.12, -0.03, 0.12], [-1.14, 1.05, 1.01], [0.16, 1.43, -0.83], [-0.44, 0.28, 1.14], [0.50, -0.33, 0.41], [-0.04, -1.24, -0.28], [0.37, 0.23, 0.00], [-1.07, 0.30, 0.52], [-0.39, 0.31, 0.66], [0.41, 0.35, -0.16], [-0.28, -0.93, 0.49], [0.71, -0.33, 0.91], [0.25, -0.09, 0.40], [-0.18, -0.34, 0.13], [-0.10, -0.46, 0.26], [0.42, -0.05, -0.21], [0.42, -1.11, -0.43], [0.22, -0.04, -0.39], [-0.48, 0.19, -0.23], [0.20, 0.76, -0.02], [0.82, -0.27, 0.15], [0.19, 0.35, -1.00], [-0.65, 0.72, -0.30], [-0.72, 0.71, -1.56], [-0.56, 1.31, -0.75], [1.08, -1.36, 0.35], [-0.55, 0.67, -0.50], [0.38, -1.07, 1.10], [-0.62, 0.10, -0.08], [0.20, -0.09, 0.76], [-0.08, -0.29, 0.24], [0.32, -0.79, 1.07], [0.65, -0.66, 0.68], [-0.57, 0.26, 0.15], [0.00, 0.28, -0.31], [-0.33, 0.14, -0.07], [-0.43, 0.07, -0.15], [0.16, 1.12, 0.09], [-0.19, 0.84, -0.60], [0.62, -1.26, -0.28], [0.14, 0.26, 0.06], [-0.08, -0.41, -0.98], [0.52, -0.52, -0.04], [-0.42, -0.48, 0.74], [-0.14, 0.36, 0.08], [0.04, 0.06, 0.94]]
}

{
  "formula": "C4H6FNO2",
  "method": "wB97M-V/def2-TZVPD",
  "multiplicity": 1,
  "smiles": "C=CC[C@@H](F)[N+](=O)[O-]",
  "lumo_energy_ev": -0.12,
  "e_homo_ev": -9.9,
  "elements": ["C", "C", "C", "C", "F", "N", "O", "O", "H", "H", "H", "H", "H", "H"],
  "positions_angstrom": [[-1.973132, 0.781255, 0.263306], [-1.003673, 0.354952, -0.570053], [-0.267008, -0.905469, -0.529097], [1.148660, -0.679682, 0.626023], [1.938614, -1.721777, 0.275241], [1.710872, 0.595207, 0.129651], [1.442289, 1.622101, 0.703831], [2.275956, 0.461080, -0.928279], [-2.296088, 1.850288, 0.072743], [-2.514194, 0.075496, 0.800019], [-0.461183, 1.199268, -1.027814], [0.173298, -1.268071, -1.422353], [-0.803829, -1.736475, -0.014669], [0.629419, -0.628171, 1.621451]],
  "forces_ev_per_a": [[0.86, 1.43, -2.98], [0.41, 2.02, 1.05], [1.08, -0.47, 3.63], [-4.04, -0.98, -2.65], [0.07, 0.54, 1.27], [0.04, -0.92, -0.02], [0.03, 0.12, 0.26], [0.61, 0.73, -0.36], [0.18, -1.50, 0.93], [-1.16, -0.78, 1.29], [-0.36, -0.62, -0.52], [0.56, -0.03, -0.82], [0.24, 0.62, -0.40], [1.47, -0.16, -0.68]]
}

{
  "formula": "C2H5NO2",
  "method": "wB97M-V/def2-TZVPD",
  "multiplicity": 1,
  "smiles": "NCC(=O)O",
  "lumo_energy_ev": 0.58,
  "e_homo_ev": -9.5,
  "elements": ["N", "C", "C", "O", "O", "H", "H", "H", "H", "H"],
  "positions_angstrom": [[-0.638417, -0.924498, 0.503850], [-0.734221, 0.282288, -0.192818], [0.721111, 0.669864, -0.645575], [1.067370, 1.326088, -1.590937], [1.768166, 0.251722, 0.144440], [-0.395187, -1.776144, 0.094696], [-0.698573, -0.860252, 1.508826], [-1.351438, 0.295948, -1.053259], [-1.211660, 1.051001, 0.356960], [1.472849, -0.316017, 0.873817]],
  "forces_ev_per_a": [[-1.26, 0.37, 2.31], [2.52, 0.09, -1.14], [1.22, 1.15, 0.10], [-1.26, -0.17, -0.11], [-0.86, -0.28, 0.24], [0.26, -1.05, -0.62], [-0.07, -0.48, -0.34], [-0.42, -0.58, -1.30], [0.11, 0.86, 1.15], [-0.25, 0.09, -0.29]]
}

{
  "formula": "C10H12Si",
  "method": "wB97M-V/def2-TZVPD",
  "multiplicity": 1,
  "smiles": "C=[SiH]c1ccccc1.C#CC",
  "lumo_energy_ev": -0.05,
  "e_homo_ev": -8.2,
  "elements": ["C", "Si", "C", "C", "C", "C", "C", "C", "H", "H", "H", "H", "H", "H", "H", "H", "C", "C", "C", "H", "H", "H", "H"],
  "positions_angstrom": [[0.636013, 2.807366, -0.353862], [0.575728, 1.096248, -0.001951], [2.248927, 0.177498, 0.027175], [2.295718, -1.202256, -0.107937], [3.453375, -2.009144, -0.163795], [4.657653, -1.285294, -0.215875], [4.641335, 0.122943, 0.039989], [3.466423, 0.848776, 0.232569], [-0.250537, 3.359911, -0.651677], [1.364590, 3.305374, 0.188122], [-0.511970, -0.000178, -0.334597], [1.295153, -1.796927, -0.205396], [3.548818, -3.126796, -0.289988], [5.655952, -1.563192, -0.463993], [5.639819, 0.714611, 0.075735], [3.618928, 1.851505, 0.336888], [-3.718879, -0.758273, -1.128140], [-4.503834, -0.610191, -0.237979], [-5.640892, -0.650608, 0.642023], [-2.838455, -0.868976, -1.677176], [-6.104128, 0.436940, 0.740800], [-6.335499, -1.311277, 0.349483], [-5.104916, -0.998849, 1.534318]],
  "forces_ev_per_a": [[-2.11, -2.46, -0.12], [0.33, -0.59, -1.25], [-0.36, 0.59, 0.98], [-2.18, -2.81, -0.13], [1.62, 0.59, -0.72], [-0.73, 2.40, 0.70], [1.08, 0.19, 0.07], [0.69, -3.30, -1.23], [0.16, 0.05, 0.18], [1.60, 1.26, 0.52], [0.85, 1.27, 0.25], [1.74, 1.30, 0.23], [-0.85, 1.45, 0.15], [0.31, -1.37, 0.03], [-1.78, -1.27, -0.12], [-0.35, 2.70, 0.48], [0.45, 0.21, 0.58], [-0.71, -0.24, -1.50], [2.44, 4.53, 1.88], [0.57, -0.06, -0.73], [0.92, -2.36, 0.18], [-2.54, -2.37, -1.08], [-1.11, 0.30, 0.67]]
}